{
  "formula": "C37H66N9O7P2V",
  "method": "the ωB97M-V functional and the def2-TZVPD basis",
  "elements": ["V", "C", "C", "C", "C", "C", "C", "N", "O", "C", "C", "C", "H", "H", "H", "H", "H", "H", "H", "H", "H", "H", "H", "H", "H", "H", "H", "H", "H", "H", "C", "C", "C", "O", "C", "C", "C", "O", "O", "O", "H", "H", "N", "C", "C", "C", "C", "C", "H", "H", "H", "H", "H", "N", "C", "C", "C", "C", "C", "H", "H", "H", "H", "H", "O", "P", "N", "C", "C", "N", "C", "C", "N", "C", "C", "H", "H", "H", "H", "H", "H", "H", "H", "H", "H", "H", "H", "H", "H", "H", "H", "H", "H", "O", "P", "N", "C", "C", "N", "C", "C", "N", "C", "C", "H", "H", "H", "H", "H", "H", "H", "H", "H", "H", "H", "H", "H", "H", "H", "H", "H", "H"],
  "positions_angstrom": [[0.013, -0.155, 0.594], [-0.854, -3.168, -2.293], [-1.194, -3.320, -0.791], [-1.500, -4.750, -0.434], [-0.224, -5.628, -0.281], [0.889, -4.987, 0.606], [1.225, -3.579, 0.162], [-0.114, -2.897, 0.126], [0.195, -1.618, -0.406], [2.018, -3.584, -1.134], [2.148, -3.026, 1.206], [-2.438, -2.501, -0.600], [-0.197, -2.362, -2.607], [-1.761, -3.086, -2.881], [-0.376, -4.084, -2.647], [-2.125, -5.186, -1.206], [-2.084, -4.803, 0.484], [0.182, -5.850, -1.270], [-0.531, -6.598, 0.104], [1.811, -5.566, 0.613], [0.575, -5.081, 1.633], [3.083, -3.478, -0.939], [1.811, -2.771, -1.827], [1.916, -4.498, -1.711], [2.501, -2.011, 0.983], [2.987, -3.704, 1.391], [1.669, -2.900, 2.191], [-2.338, -1.436, -0.781], [-2.718, -2.665, 0.440], [-3.198, -2.808, -1.309], [0.803, -1.093, 4.420], [0.313, -0.954, 3.187], [-1.070, -1.129, 2.914], [-1.356, -0.733, 1.672], [-1.998, -1.518, 3.865], [-1.431, -2.023, 5.197], [0.070, -1.650, 5.522], [0.641, -2.008, 6.566], [-1.984, -2.849, 5.930], [0.949, -0.532, 2.107], [1.851, -0.825, 4.520], [-3.036, -1.680, 3.531], [0.057, 1.358, -1.529], [0.606, 0.741, -2.593], [0.933, 1.329, -3.840], [0.668, 2.722, -3.874], [0.015, 3.379, -2.910], [-0.312, 2.596, -1.756], [0.775, -0.306, -2.470], [1.342, 0.837, -4.711], [0.873, 3.171, -4.831], [-0.132, 4.443, -2.935], [-0.838, 3.001, -0.904], [-0.316, 1.967, 1.544], [-1.390, 2.365, 2.264], [-1.477, 3.586, 2.964], [-0.494, 4.530, 2.740], [0.587, 4.223, 1.994], [0.644, 2.869, 1.455], [-2.147, 1.615, 2.301], [-2.342, 4.022, 3.478], [-0.591, 5.483, 3.246], [1.401, 4.916, 1.938], [1.459, 2.477, 0.845], [2.235, 0.656, 0.171], [3.700, 0.851, 0.236], [4.404, -0.178, -0.902], [3.586, -0.990, -1.766], [5.831, -0.290, -1.220], [4.360, 0.680, 1.808], [4.571, -0.746, 2.263], [3.991, 1.623, 2.875], [4.123, 2.405, -0.235], [5.265, 3.110, 0.113], [3.240, 3.072, -1.217], [4.128, -1.888, -2.059], [3.353, -0.529, -2.734], [2.673, -1.279, -1.272], [6.250, -1.289, -1.042], [6.306, 0.428, -0.543], [6.048, 0.049, -2.234], [5.036, -0.670, 3.238], [3.617, -1.288, 2.419], [5.172, -1.246, 1.493], [3.010, 1.414, 3.286], [4.713, 1.707, 3.685], [3.866, 2.641, 2.467], [5.782, 2.719, 1.018], [6.060, 3.034, -0.622], [5.161, 4.147, 0.414], [3.235, 4.127, -0.943], [2.232, 2.665, -1.138], [3.615, 2.994, -2.261], [-2.042, 0.751, -0.277], [-3.374, 1.102, -0.862], [-3.536, 0.234, -2.328], [-4.846, -0.065, -2.886], [-2.518, -0.315, -3.204], [-3.524, 2.735, -1.202], [-3.812, 3.740, -0.115], [-3.634, 3.273, -2.536], [-4.604, 0.762, 0.255], [-4.529, -0.390, 1.214], [-5.946, 1.306, 0.239], [-5.623, 0.271, -2.216], [-4.989, -1.164, -3.045], [-4.992, 0.400, -3.875], [-2.803, -1.336, -3.492], [-1.569, -0.301, -2.706], [-2.461, 0.291, -4.100], [-3.099, 4.527, -0.254], [-4.805, 4.129, -0.314], [-3.764, 3.227, 0.853], [-4.671, 3.568, -2.736], [-2.994, 4.163, -2.680], [-3.363, 2.521, -3.269], [-5.033, -1.214, 0.716], [-3.490, -0.628, 1.428], [-5.107, -0.099, 2.107], [-5.939, 2.149, -0.459], [-6.247, 1.631, 1.246], [-6.686, 0.571, -0.064]],
  "forces_ev_per_a": [[0.068, 2.762, -1.679], [0.614, -1.293, -0.529], [0.834, -0.366, -1.015], [0.720, -1.082, 0.171], [0.195, 0.330, -0.046], [-0.784, -1.348, -0.817], [-1.262, -1.085, 0.070], [0.801, 1.435, -0.598], [0.528, 0.312, -0.144], [0.318, -0.284, -1.149], [-0.173, 1.297, 1.588], [-0.164, 0.491, 1.068], [-0.117, 0.206, 0.483], [-0.239, -0.017, 0.021], [0.152, -0.068, -0.099], [-0.194, -0.129, -0.230], [0.075, 0.191, 0.182], [0.050, 0.130, -0.131], [0.072, -0.081, 0.235], [0.101, -0.332, -0.468], [-0.339, 0.690, 0.548], [0.032, -0.202, 0.250], [-0.467, -0.149, 0.273], [-0.232, -0.292, -0.022], [0.063, -0.435, -0.317], [-0.002, 0.085, -0.410], [-0.120, -0.272, -0.364], [0.456, -0.103, 0.227], [-0.590, 0.275, -0.006], [-0.331, -0.556, 0.103], [1.724, 0.485, 0.149], [0.656, 0.656, -0.707], [-3.263, 0.180, -0.554], [-2.177, -1.408, 2.488], [1.367, -0.488, 0.266], [-1.072, -1.230, -0.341], [0.854, -1.154, 0.971], [-1.577, 0.864, -1.548], [0.545, 1.712, -1.136], [1.911, -0.399, 2.624], [-0.010, -0.226, 0.465], [0.557, -0.030, 0.643], [0.717, -0.491, -1.999], [0.918, -0.184, -1.595], [-1.169, 1.286, 2.590], [0.781, -1.907, -2.905], [-0.614, -0.796, 2.766], [0.192, 1.661, 0.393], [0.262, -0.660, 0.313], [0.016, -0.287, 0.304], [0.294, 0.634, -0.061], [-0.401, 0.142, -0.018], [-0.159, 0.545, -0.055], [-0.531, 1.440, 1.000], [-0.094, 0.266, 0.922], [-0.716, -0.279, -1.397], [-0.322, 0.412, 1.019], [0.805, -2.806, -0.944], [0.954, 1.728, -0.345], [-0.664, -0.315, 0.186], [0.023, -1.219, -0.014], [0.115, 0.119, -0.168], [0.424, 0.046, -0.476], [0.199, 0.670, 0.396], [-0.389, -0.014, -0.586], [0.992, 0.147, 0.423], [0.394, -0.338, 0.600], [-0.207, -0.178, -0.442], [-0.359, 1.355, 1.192], [0.291, -0.828, -1.247], [-0.868, 1.073, -0.376], [-0.702, 0.727, -0.954], [-2.463, -0.628, 0.015], [3.013, -0.032, 1.700], [0.622, -0.231, 0.124], [0.113, -0.221, 0.349], [-0.080, 0.445, 0.150], [-0.152, 0.201, 0.021], [-0.274, 0.124, -0.070], [0.500, -0.253, -0.126], [-0.092, -0.175, -0.152], [0.538, -0.231, -0.017], [0.416, 0.384, -0.188], [-0.029, -0.066, 0.536], [-0.253, -0.445, 0.281], [0.283, -0.424, -0.149], [0.280, -0.341, -0.097], [-0.610, -0.332, -0.399], [0.166, 0.347, -0.615], [-0.682, 0.464, -0.444], [-0.206, 0.123, -0.114], [0.211, 0.061, -0.194], [-0.177, -0.098, 0.497], [-1.347, 0.252, -0.358], [0.715, -1.031, 0.299], [-1.219, 0.331, 0.799], [-0.143, -0.339, -0.120], [-0.135, 0.353, 0.541], [-0.513, -0.171, 0.882], [-0.038, -1.892, -1.337], [-0.267, 0.191, -0.146], [0.741, -0.137, 0.018], [-0.093, 0.913, -1.035], [0.424, 0.559, -0.390], [-0.343, 0.135, 0.099], [0.239, 0.669, 0.263], [0.037, 0.060, 0.232], [0.181, 0.218, 0.166], [0.413, -0.224, 0.156], [0.158, 0.156, -0.489], [0.501, 0.554, 0.434], [-0.274, 0.230, 0.299], [0.086, 0.463, -0.233], [-0.002, 0.154, -0.113], [-0.116, -0.358, 0.151], [0.134, -0.025, -0.079], [-0.019, -0.461, 0.270], [-0.023, -0.031, 0.089], [0.429, -0.167, -0.217], [-0.454, -0.032, 0.169], [0.215, 0.154, -0.211], [-0.174, -0.214, -0.281]],
  "lowdin_spin": [1.86, 0.00, 0.00, 0.00, 0.00, 0.00, 0.00, 0.02, -0.02, 0.00, 0.00, 0.00, 0.00, 0.00, 0.00, 0.00, 0.00, 0.00, 0.00, 0.00, 0.00, 0.00, 0.00, 0.00, 0.00, 0.00, 0.00, 0.00, 0.00, 0.00, 0.00, 0.00, 0.00, 0.01, 0.02, 0.00, 0.00, 0.01, 0.02, 0.00, 0.00, 0.00, 0.01, 0.00, 0.00, 0.00, 0.00, 0.00, 0.00, 0.00, 0.00, 0.00, 0.00, 0.00, 0.00, 0.00, 0.00, 0.00, 0.00, 0.00, 0.00, 0.00, 0.00, 0.00, 0.01, 0.00, 0.00, 0.00, 0.00, 0.00, 0.00, 0.00, 0.00, 0.00, 0.00, 0.00, 0.00, 0.00, 0.00, 0.00, 0.00, 0.00, 0.00, 0.00, 0.00, 0.00, 0.00, 0.00, 0.00, 0.00, 0.00, 0.00, 0.00, 0.01, 0.00, 0.00, 0.00, 0.00, 0.00, 0.00, 0.00, 0.00, 0.00, 0.00, 0.00, 0.00, 0.00, 0.00, 0.00, 0.00, 0.00, 0.00, 0.00, 0.00, 0.00, 0.00, 0.00, 0.00, 0.00, 0.00, 0.00, 0.00],
  "fmax_ev_per_a": 3.59,
  "charge": 0,
  "spin_multiplicity": 3,
  "homo_energy_ev": [-6.8, -7.2],
  "orbital_gap_ev": [7.07, 7.41]
}